# 1
Entry from the OMol25 dataset: 2 unconnected molecules or ions with the total composition C19H19Br2N3O2 in a non-equilibrium geometry (wB97M-V/def2-TZVPD).

Total charge: 0
Structure (SMILES): COc1ccc(C=C2C=C(Br)C(=O)C(Br)=C2)cc1.C1CN2CCNC2=N1
LUMO energy (eV): -0.968
Frontier orbital gap (eV): 6.8228

Last column: Löwdin charge in e.
Atoms and positions in Å:
C1 5.99876 -2.18305 -0.59785  -0.0916
O1 4.77564 -2.11123 -1.29635  -0.0786
C2 3.77258 -1.40072 -0.66517  -0.2333
C3 3.90641 -0.76643 0.58185  -0.0143
C4 2.84996 -0.12046 1.15652  -0.0355
C5 1.59077 -0.06605 0.52804  -0.2098
C6 0.44386 0.51401 1.16322  0.0514
C7 0.18665 0.50334 2.52439  -0.1945
C8 -0.92736 1.24115 3.05878  -0.0654
C9 -1.30257 1.10285 4.34193  -0.6201
Br1 -2.74325 2.04775 5.06166  0.8097
C10 -0.62499 0.19334 5.24223  -0.5276
O2 -0.98698 0.04949 6.40065  0.0001
C11 0.49047 -0.54791 4.69298  -0.6140
Br2 1.31993 -1.83449 5.76229  0.8112
C12 0.89310 -0.37524 3.42423  -0.0800
C13 1.47904 -0.63839 -0.75270  -0.0130
C14 2.53033 -1.29904 -1.31847  0.0016
H1 6.68344 -2.81309 -1.16853  0.0956
H2 6.43125 -1.18547 -0.50465  0.0961
H3 5.84758 -2.63257 0.38505  0.0947
H4 4.85445 -0.78761 1.08646  0.1007
H5 2.98731 0.40162 2.08752  0.1201
H6 -0.35286 0.84274 0.51449  0.0806
H7 -1.46398 1.91885 2.41661  0.1119
H8 1.69336 -0.99629 3.06195  0.0936
H9 0.53060 -0.58814 -1.25836  0.1073
H10 2.42595 -1.78598 -2.27166  0.1174
C15 -3.30006 0.12519 -0.40782  -0.2255
C16 -4.18883 -0.20096 -1.63900  -0.1128
N1 -3.31222 0.22932 -2.72995  -0.0714
C17 -3.61261 0.79425 -4.06281  -0.1163
C18 -2.42363 1.74666 -4.34032  -0.1512
N2 -1.62238 1.74706 -3.10188  0.0563
C19 -2.20894 0.89669 -2.15337  -0.3541
N3 -2.18055 0.85579 -0.85156  0.0425
H11 -3.84085 0.71213 0.34755  0.1097
H12 -2.94520 -0.78758 0.08926  0.1094
H13 -4.41817 -1.26727 -1.75125  0.1105
H14 -5.11972 0.37761 -1.66693  0.1114
H15 -3.67714 -0.02117 -4.78846  0.1097
H16 -4.58024 1.30588 -4.03465  0.1113
H17 -1.79383 1.37660 -5.15808  0.1064
H18 -2.75747 2.75783 -4.60708  0.1139
H19 -1.30758 2.66897 -2.80075  0.1358

Cartesian forces (eV/Å) of the 2 atoms listed first:
0.273 -0.082 0.030
-1.118 0.583 0.330

# 2
Entry from the OMol25 dataset: a molecular structure, C5H7NO in a non-equilibrium geometry (wB97M-V/def2-TZVPD).

Total charge: 0
Energy above the lowest of the compared OMol25 structures with the same formula, charge and spin (kJ/mol): 599.6
LUMO energy (eV): 0.870
Frontier orbital gap (eV): 9.9406

Last column: Löwdin charge in e.
Atoms and positions in Å:
O1 -1.99629 2.27787 -1.21845  -0.0570
C1 -2.26029 0.91850 -0.95783  -0.2905
C2 -1.17125 0.20573 -0.28863  0.0157
C3 -0.24861 -0.33487 0.28566  0.0328
C4 0.85541 -0.95557 1.00624  -0.4673
C5 2.19464 -1.10784 0.28210  -0.1115
N1 1.83779 -0.21039 1.65453  0.0310
H1 -1.69125 2.64561 -0.37856  0.0911
H2 -3.18375 0.80571 -0.37050  0.1203
H3 -2.46362 0.48776 -1.93943  0.1205
H4 0.58254 -1.89724 1.49767  0.1389
H5 2.08544 -0.75140 -0.74735  0.1146
H6 2.69929 -2.06048 0.43094  0.1012
H7 2.75996 -0.02339 0.74361  0.1601

Cartesian forces (eV/Å) of the 2 atoms listed first:
0.314 0.264 0.537
-0.606 -0.359 -0.345

# 3
Entry from the OMol25 dataset: a molecular structure, C46H35BeF5N3O3S4 in a non-equilibrium geometry (wB97M-V/def2-TZVPD).

Total charge: +1
Energy above the lowest of the compared OMol25 structures with the same formula, charge and spin (kJ/mol): 94.0
LUMO energy (eV): -2.331
Frontier orbital gap (eV): 7.8910

Last column: Löwdin charge in e.
Atoms and positions in Å:
Be1 0.58510 1.66638 -1.93550  -0.0376
C1 4.17967 0.50266 5.48256  -0.0338
C2 3.60459 0.15913 4.14643  -0.2604
C3 3.17531 1.15904 3.28188  -0.0251
C4 2.62283 0.83614 2.05790  -0.0816
C5 2.48107 -0.49353 1.69652  -0.3425
C6 2.92126 -1.50263 2.53201  -0.0482
C7 3.48142 -1.17111 3.75220  -0.0229
S1 1.65106 -0.76194 0.10770  0.9343
O1 2.57494 -1.55109 -0.74965  -0.5116
C8 0.42034 -1.95286 0.70746  -0.3208
C9 0.34898 -3.18474 0.04675  -0.0588
C10 -0.69149 -4.03656 0.28481  0.0036
C11 -1.73942 -3.65240 1.14722  -0.1522
C12 -2.89407 -4.44763 1.30709  -0.0212
C13 -3.93118 -4.02509 2.09179  -0.0624
C14 -3.84822 -2.79982 2.77146  -0.0555
C15 -2.73167 -2.01948 2.66172  -0.0106
C16 -1.65341 -2.41609 1.84192  -0.1160
C17 -0.52642 -1.57431 1.63313  -0.1724
C18 -0.42463 -0.30648 2.39168  -0.1606
C19 -0.15878 -0.29166 3.78602  -0.1072
C20 0.08348 -1.47035 4.52127  -0.0067
C21 0.32118 -1.41379 5.86563  -0.0518
C22 0.34142 -0.18088 6.53533  -0.0635
C23 0.12557 0.97955 5.84656  -0.0202
C24 -0.12836 0.95974 4.46006  -0.1491
C25 -0.36121 2.15170 3.73768  0.0030
C26 -0.60909 2.12083 2.39461  -0.0388
C27 -0.64277 0.88497 1.73984  -0.2827
S2 -0.89531 0.68057 -0.01869  0.9601
O2 -0.26070 1.92253 -0.61968  -0.4171
C28 -2.66041 0.91014 -0.15077  -0.3370
C29 -3.32863 2.10708 0.02405  -0.0382
C30 -4.69271 2.15022 -0.20732  -0.0146
C31 -5.38693 1.01412 -0.60892  -0.2572
C32 -6.85025 1.04001 -0.89848  -0.0386
C33 -4.69398 -0.18470 -0.76050  -0.0180
C34 -3.33556 -0.23894 -0.53986  -0.0743
H1 4.43477 1.55751 5.53555  0.0806
H2 5.06989 -0.08861 5.68547  0.0868
H3 3.45083 0.28949 6.26428  0.0776
H4 3.27261 2.19566 3.57210  0.1195
H5 2.28224 1.60636 1.38037  0.1047
H6 2.82318 -2.53414 2.22982  0.1247
H7 3.82405 -1.95258 4.41387  0.1229
H8 1.13435 -3.43017 -0.65065  0.1089
H9 -0.74735 -4.99446 -0.20989  0.1213
H10 -2.94450 -5.39104 0.78320  0.1166
H11 -4.82103 -4.62833 2.19065  0.1087
H12 -4.67676 -2.47296 3.38166  0.1100
H13 -2.67024 -1.07901 3.18741  0.1218
H14 0.06900 -2.41971 4.00781  0.1260
H15 0.48885 -2.31970 6.42566  0.1112
H16 0.52342 -0.15482 7.59854  0.1109
H17 0.13830 1.93359 6.35263  0.1178
H18 -0.33773 3.08983 4.27266  0.1227
H19 -0.77330 3.02153 1.82492  0.1150
H20 -2.78412 2.99188 0.31264  0.1139
H21 -5.22480 3.08203 -0.08523  0.1187
H22 -7.29691 1.98948 -0.62286  0.0798
H23 -7.34757 0.24164 -0.35185  0.0874
H24 -7.01604 0.86752 -1.96147  0.0929
H25 -5.22847 -1.06891 -1.07252  0.1236
H26 -2.78010 -1.15298 -0.68568  0.1025
N1 3.90641 3.54028 -1.65669  0.0952
C35 4.49239 2.30987 -1.66135  -0.0510
C36 3.47441 1.40924 -1.59084  -0.0962
N2 2.28799 2.07827 -1.54143  0.0520
C37 2.58412 3.36184 -1.57788  -0.1184
H27 4.38745 4.42617 -1.70845  0.1708
H28 5.55215 2.17229 -1.71456  0.1222
H29 3.51908 0.34321 -1.54593  0.0853
H30 1.85681 4.14591 -1.54286  0.1480
S3 -0.16096 -0.53677 -2.28509  0.7826
C38 0.65492 -1.19864 -3.59431  -1.0003
N3 1.88425 -1.65239 -3.49924  -0.0269
C39 2.50679 -2.21129 -4.67555  -0.1822
C40 1.51285 -2.09059 -5.84028  -0.3590
S4 -0.05013 -1.42102 -5.15680  1.0144
H31 2.32321 -1.65804 -2.56911  0.0958
H32 2.77001 -3.25893 -4.48908  0.1285
H33 3.42150 -1.65009 -4.89385  0.1284
H34 1.29163 -3.04871 -6.30372  0.0781
H35 1.85445 -1.39317 -6.60187  0.0672
F1 -0.25413 1.94086 -8.68840  0.1227
C41 -0.10049 2.04851 -7.36624  -0.1422
C42 1.07311 1.62066 -6.75656  -0.1636
F2 2.06672 1.11710 -7.49994  0.1097
C43 1.21018 1.70028 -5.38074  -0.1578
F3 2.35267 1.25181 -4.80765  0.0886
C44 0.19609 2.20836 -4.55215  -0.2301
O3 0.31723 2.24035 -3.25557  -0.0689
C45 -0.96358 2.66693 -5.20235  -0.1232
F4 -1.94407 3.19298 -4.45730  0.1180
C46 -1.11624 2.58534 -6.57831  -0.1361
F5 -2.24242 3.01151 -7.14893  0.1300

Cartesian forces (eV/Å) of the 2 atoms listed first:
0.953 -0.433 0.000
-0.018 -0.015 0.074

# 4
Entry from the OMol25 dataset: 13 unconnected molecules or ions with the total composition H26O13 in a non-equilibrium geometry (wB97M-V/def2-TZVPD).

Total charge: 0
Energy above the lowest of the compared OMol25 structures with the same formula, charge and spin (kJ/mol): 690.6
LUMO energy (eV): 0.019
Frontier orbital gap (eV): 10.5142

Last column: Löwdin charge in e.
Atoms and positions in Å:
O1 1.33385 2.33060 1.85540  -0.1612
H1 1.66415 2.18613 2.79170  0.0536
H2 0.32763 2.09594 1.71109  0.0272
O2 0.68958 -0.92763 -0.09298  -0.0914
H3 0.80343 -0.05238 -0.43292  -0.0093
H4 0.48741 -1.34421 -1.03430  0.0741
O3 -2.81661 0.09291 0.55421  0.0366
H5 -2.40736 -0.70928 0.47396  -0.0146
H6 -3.57210 0.01408 0.97314  -0.0222
O4 0.09692 -1.79898 -3.19071  -0.0575
H7 0.18558 -2.69027 -2.90660  0.0415
H8 0.77928 -2.01998 -3.88201  0.0889
O5 2.40570 -0.86026 -2.38333  -0.0844
H9 1.57093 -0.64843 -2.72415  -0.0588
H10 2.89922 -1.49436 -3.03583  0.1120
O6 1.79160 -1.11290 2.14588  -0.1329
H11 1.76209 -0.13158 2.38044  0.0240
H12 2.27722 -0.88368 1.25972  0.1053
O7 -1.08591 2.13621 2.49377  -0.0609
H13 -1.44249 1.33368 2.04722  0.0589
H14 -1.85784 2.70783 2.30538  0.0863
O8 -0.77204 -3.49409 0.17410  0.0870
H15 -0.71971 -2.72217 0.45312  -0.1195
H16 -0.61833 -4.23263 0.70812  0.0490
O9 -3.21297 2.21167 -0.36494  -0.0184
H17 -3.43351 3.10563 -0.26629  0.0166
H18 -3.39257 1.83934 -1.19032  0.0201
O10 3.42356 1.47681 -1.28043  -0.1089
H19 3.91799 2.40641 -1.25169  0.1133
H20 2.75710 1.73421 -0.64241  -0.0118
O11 -2.34721 -1.79528 -1.64664  -0.0796
H21 -1.64290 -1.00974 -1.62124  0.0796
H22 -1.92898 -2.36248 -1.02040  -0.0421
O12 -0.18073 1.27552 -2.05249  -0.0407
H23 -0.03547 1.87031 -1.36865  -0.0097
H24 0.70129 1.50112 -2.53956  0.1082
O13 0.70771 0.36355 3.99276  -0.0645
H25 -0.09261 0.71376 3.95296  -0.0796
H26 0.74308 -0.39247 3.22260  0.0855

Cartesian forces (eV/Å) of the 2 atoms listed first:
-0.305 -0.663 -0.296
-1.481 -0.016 -1.656

# 5
Entry from the OMol25 dataset: a molecular structure, C25H25MnN5OS (wB97M-V/def2-TZVPD).

Total charge: 0
LUMO energy (spin up / spin down) (eV): -0.308 / -0.374
Frontier orbital gap (spin up / spin down) (eV): 7.8442 / 7.6222
Spin multiplicity: 2

Last column: Löwdin charge in e.
Atoms and positions in Å:
Mn1 0.26828 -1.30688 -0.97128  0.6732
C1 3.28753 1.34946 3.43613  -0.0422
C2 1.87280 1.67889 3.93067  -0.5608
C3 1.95835 2.06838 5.40702  -0.0704
C4 1.32650 2.88121 3.14871  -0.0463
C5 0.96613 0.47105 3.69812  -0.1617
C6 0.31621 -0.19186 4.74949  -0.0224
C7 -0.49518 -1.29202 4.53970  -0.0694
C8 -0.66777 -1.74559 3.24204  -0.4539
S1 -1.60402 -3.08377 2.64164  1.1408
C9 -1.09563 -2.70978 1.03686  -0.5066
N1 -0.29518 -1.67114 0.93958  -0.0068
C10 -0.03398 -1.10016 2.17714  -0.2711
C11 0.78049 0.00159 2.40409  0.0390
C12 -1.48075 -3.40283 -0.17996  -0.2558
C13 -2.32336 -4.51122 -0.20648  -0.0547
C14 -2.62387 -5.08652 -1.42823  -0.0917
C15 -2.08246 -4.55021 -2.59179  -0.0870
C16 -1.24238 -3.44397 -2.54821  -0.0949
C17 -0.91240 -2.82925 -1.33865  -0.1462
H1 3.94810 2.20334 3.59756  0.0868
H2 3.30220 1.11332 2.37189  0.0797
H3 3.69828 0.49336 3.97360  0.0931
H4 2.61476 2.93278 5.51457  0.0864
H5 2.37289 1.26279 6.01522  0.0871
H6 0.98241 2.34158 5.81215  0.0869
H7 1.96512 3.75188 3.30851  0.0861
H8 0.31625 3.13222 3.47676  0.0908
H9 1.29481 2.68481 2.07650  0.0758
H10 0.44899 0.15820 5.76203  0.1009
H11 -0.97855 -1.78302 5.37360  0.1118
H12 1.27052 0.47660 1.56259  0.1142
H13 -2.74218 -4.92576 0.70379  0.0986
H14 -3.27340 -5.95031 -1.47844  0.1004
H15 -2.31904 -5.00957 -3.54403  0.1009
H16 -0.83071 -3.06124 -3.47635  0.0952
C18 -2.02376 1.71155 -4.50417  -0.0307
C19 -1.98540 2.14550 -3.03109  -0.5847
C20 -3.40366 2.31246 -2.47512  -0.0376
C21 -1.17874 3.43946 -2.86977  -0.0358
C22 -1.30848 1.08027 -2.27991  -0.0712
N2 -0.77154 0.22897 -1.73268  0.1832
H17 -2.51665 2.48965 -5.08778  0.0930
H18 -2.58032 0.78269 -4.62428  0.0935
H19 -1.01762 1.56720 -4.89627  0.0949
H20 -3.91149 3.09691 -3.03683  0.0922
H21 -3.38430 2.59967 -1.42400  0.0914
H22 -3.97650 1.39103 -2.57471  0.0929
H23 -1.66892 4.23167 -3.43626  0.0926
H24 -0.16499 3.32041 -3.25057  0.0943
H25 -1.12753 3.74518 -1.82493  0.0908
O1 1.86575 -1.28234 -2.07800  -0.2631
N3 1.92806 -0.84653 -3.29273  -0.0170
C23 3.12194 -0.75403 -3.80436  -0.3199
C24 3.23055 -0.27302 -5.14194  -0.1936
N4 3.32765 0.11228 -6.22057  0.1475
C25 4.30525 -1.09008 -3.07363  -0.1828
N5 5.25091 -1.35521 -2.47690  0.1645

Cartesian forces (eV/Å) of the 2 atoms listed first:
0.368 0.070 -0.405
0.026 0.002 -0.006

# 6
Entry from the OMol25 dataset: a molecular structure, C9H24O15V2 in a non-equilibrium geometry (wB97M-V/def2-TZVPD).

Total charge: 0
Energy above the lowest of the compared OMol25 structures with the same formula, charge and spin (kJ/mol): 0.0
LUMO energy (eV): -2.871
Frontier orbital gap (eV): 6.7952

Last column: Löwdin charge in e.
Atoms and positions in Å:
O1 4.76224 1.05737 -0.65620  -0.2725
V1 3.60973 0.23662 0.01808  1.0997
O2 4.09893 -0.27614 1.46127  -0.2536
O3 0.32578 2.77760 -3.60910  -0.2573
V2 0.93503 3.01294 -2.18116  1.0941
O4 0.66248 4.51077 -1.72875  -0.2913
C1 1.11754 0.74646 -0.82130  -0.8530
O5 2.11277 1.24725 -1.42128  -0.1154
O6 0.02017 1.28892 -1.11410  -0.0426
O7 1.39244 -0.03875 0.13465  -0.0563
C2 -3.02509 0.27957 0.97938  -0.2154
C3 -2.35619 1.44369 1.74553  -0.2157
O8 -1.57524 2.26818 0.89377  -0.0783
O9 -2.06429 -0.65426 0.50791  -0.0693
H1 -3.77538 0.54703 0.23025  0.1225
H2 -3.64647 -0.14627 1.77752  0.1218
H3 -1.79196 1.01374 2.57338  0.1104
H4 -3.16325 2.10954 2.05495  0.1217
H5 -1.06384 1.79522 0.22961  0.0108
H6 -1.49892 -0.14257 -0.08732  0.0536
C4 1.56781 2.07063 3.07875  -0.2065
C5 1.78620 3.01053 1.90934  -0.1578
O10 3.02264 2.67392 1.20151  -0.0962
O11 0.80939 0.88583 2.79464  -0.0724
H7 1.20452 2.58208 3.97504  0.1224
H8 2.46993 1.58145 3.48186  0.1251
H9 2.02498 3.96845 2.37538  0.1265
H10 0.90378 3.06793 1.27581  0.1120
H11 3.72723 3.14330 1.65272  0.1027
H12 0.82871 0.65959 1.85926  0.0314
C6 0.31295 -2.86657 1.83153  -0.2068
C7 -0.04927 -3.68061 0.60088  -0.2211
O12 -1.47961 -3.67722 0.49070  -0.0783
O13 1.65378 -2.34101 1.68112  -0.0988
H13 0.15986 -3.35392 2.79347  0.1239
H14 -0.28453 -1.95274 1.88439  0.1014
H15 0.37703 -4.67918 0.55783  0.1204
H16 0.40135 -3.14525 -0.24186  0.1029
H17 -1.77394 -2.75813 0.53565  0.0400
H18 1.57379 -1.46128 1.30852  -0.0040
C8 -2.24939 -2.17388 -3.69681  -0.2447
C9 -1.13724 -1.36937 -3.00494  -0.2333
O14 0.06085 -1.59799 -3.76099  -0.0588
O15 -2.45820 -1.84225 -5.05104  -0.0525
H19 -3.17323 -1.90521 -3.18171  0.1218
H20 -2.01225 -3.22820 -3.53633  0.1222
H21 -1.02343 -1.67099 -1.95613  0.0982
H22 -1.38246 -0.30786 -2.89096  0.1118
H23 0.63226 -0.86428 -3.51547  0.0713
H24 -1.56997 -1.84467 -5.43924  0.0830

Cartesian forces (eV/Å) of the 2 atoms listed first:
-0.073 -0.744 0.304
-0.152 0.947 2.566

| no. | E (hartree) |
| --- | --- |
| 1 | -6198.1272 |
| 2 | -324.4961 |
| 3 | -4270.6821 |
| 4 | -993.5102 |
| 5 | -2865.7607 |
| 6 | -3373.8695 |